{
  "formula": "C5H6O",
  "method": "wB97M-V/def2-TZVPD",
  "elements": ["C", "C", "C", "O", "C", "C", "H", "H", "H", "H", "H", "H"],
  "xyz": [[-0.5981, -1.4135, -0.2854], [0.2920, 0.8381, 0.2066], [-0.5266, 2.0183, 0.1302], [0.9030, 1.9553, 0.5090], [0.5515, -0.4947, 0.0894], [1.9208, -0.8039, 0.2913], [-0.4676, -2.3860, 0.1977], [-0.6415, -1.5862, -1.3667], [-1.5696, -1.0142, 0.0290], [-1.1973, 2.2803, 0.9439], [-0.7029, 2.4980, -0.8290], [2.0364, -1.8916, 0.0842]],
  "atomic_forces_ev_per_a": [[-0.1, -0.1, 0.0], [0.0, 0.2, 0.0], [-0.2, 0.1, 0.0], [0.1, -0.2, 0.0], [0.3, 0.1, 0.1], [-0.4, -0.2, -0.1], [0.0, 0.1, -0.1], [0.0, 0.0, 0.1], [0.1, 0.0, -0.1], [0.1, -0.1, -0.1], [0.0, -0.1, 0.1], [0.0, 0.2, 0.1]],
  "nbo_charge": [-0.6355, 0.4972, -0.1621, -0.3800, -0.3229, -0.1604, 0.2244, 0.2169, 0.2081, 0.2074, 0.2075, 0.0994],
  "e_tot_ev": -7324.132,
  "total_charge": 0,
  "relative_energy_kcal_mol": 118.8,
  "gap_ev": 7.770,
  "e_homo_ev": -8.045
}

***

{
  "formula": "C7H9BCl2F3O2",
  "method": "wB97M-V/def2-TZVPD",
  "elements": ["C", "C", "C", "B", "Cl", "Cl", "H", "H", "H", "C", "C", "O", "C", "O", "C", "F", "F", "F", "H", "H", "H", "H", "H", "H"],
  "xyz": [[-2.4645, 0.1463, 6.1151], [-2.6740, -0.3501, 5.0118], [-2.7327, -0.9023, 3.5289], [-1.2867, -1.5464, 3.1681], [-0.8420, -3.2477, 3.6141], [-0.0507, -0.5224, 2.3099], [-2.0211, 0.7993, 6.9167], [-3.0003, -0.0201, 2.8708], [-3.5200, -1.7234, 3.4635], [0.1787, -0.3946, -1.3721], [1.0728, 0.7845, -1.0202], [2.2723, 0.8268, -1.7645], [2.2449, 1.3842, -3.1183], [1.6828, 2.5660, -3.1395], [1.6457, 0.3945, -4.1813], [2.0184, -0.8944, -3.9247], [2.1180, 0.6614, -5.4246], [0.2996, 0.3875, -4.2732], [0.7648, -1.2994, -1.5468], [-0.5365, -0.5839, -0.5651], [-0.4041, -0.1926, -2.2694], [1.3877, 0.6538, 0.0222], [0.5233, 1.7307, -1.0510], [3.3235, 1.3424, -3.3707]],
  "atomic_forces_ev_per_a": [[0.7, 0.3, -1.4], [0.6, 0.1, -0.2], [-0.4, 0.1, 1.7], [0.7, 0.5, -0.2], [-0.5, 1.4, -0.3], [-1.2, -1.1, 0.9], [-1.1, -1.4, -1.1], [0.3, -1.2, 0.7], [0.8, 1.2, 0.1], [-0.4, 0.0, -0.2], [0.3, -0.1, 0.2], [0.0, -1.1, 0.1], [-0.7, 1.9, 0.2], [0.1, -0.6, -0.6], [0.1, -0.2, 0.7], [-0.1, -0.1, -0.2], [-0.1, 0.1, 0.2], [0.2, 0.1, -0.2], [0.0, 0.1, 0.1], [0.0, 0.0, 0.0], [0.1, -0.1, 0.0], [0.2, 0.1, 0.0], [0.1, 0.0, -0.3], [0.3, -0.1, 0.0]],
  "nbo_charge": [-0.2835, 0.0061, -0.8329, 0.6044, -0.1659, -0.1313, 0.2567, 0.2788, 0.2656, -0.6468, -0.0622, -0.5860, 0.3257, -0.8885, 0.9086, -0.3654, -0.3516, -0.3461, 0.2072, 0.1777, 0.2183, 0.1442, 0.1848, 0.0820],
  "e_tot_ev": -45374.275,
  "total_charge": -1,
  "gap_ev": 5.311,
  "e_homo_ev": -3.469
}

***

{
  "formula": "C13H18N2O4S",
  "method": "wB97M-V/def2-TZVPD",
  "elements": ["C", "C", "C", "C", "C", "S", "O", "O", "N", "C", "C", "C", "C", "C", "C", "C", "C", "N", "O", "O", "H", "H", "H", "H", "H", "H", "H", "H", "H", "H", "H", "H", "H", "H", "H", "H", "H", "H"],
  "xyz": [[-4.9126, -0.6934, 0.0345], [-3.4248, -0.7737, 0.0059], [-2.8087, -2.0235, -0.0731], [-1.4343, -2.1600, -0.1111], [-0.6301, -1.0324, -0.0772], [1.1580, -1.2479, -0.1736], [1.5244, -2.1226, 0.9042], [1.4460, -1.6676, -1.5146], [1.7038, 0.2979, 0.0777], [2.1514, 0.5829, 1.4258], [3.6238, 0.2261, 1.6151], [4.4683, 0.9461, 0.5671], [3.9652, 0.6013, -0.8332], [2.4716, 0.9121, -0.9956], [2.1731, 2.4079, -1.0859], [-1.1982, 0.2151, -0.0044], [-2.5857, 0.3488, 0.0426], [-3.0916, 1.6987, 0.1250], [-4.2511, 1.8709, 0.4303], [-2.3100, 2.5961, -0.1133], [-5.2834, 0.0100, -0.7087], [-5.2534, -0.3287, 1.0025], [-5.3478, -1.6721, -0.1491], [-3.4310, -2.9050, -0.1064], [-0.9663, -3.1298, -0.1669], [1.5272, -0.0074, 2.0975], [1.9810, 1.6449, 1.6267], [3.9416, 0.5011, 2.6220], [3.7300, -0.8541, 1.5000], [4.4135, 2.0247, 0.7299], [5.5144, 0.6497, 0.6630], [4.5330, 1.1475, -1.5878], [4.1030, -0.4683, -1.0079], [2.1134, 0.4312, -1.9103], [2.5535, 2.9449, -0.2221], [2.6422, 2.8144, -1.9777], [1.1012, 2.5761, -1.1526], [-0.5781, 1.0974, 0.0240]],
  "atomic_forces_ev_per_a": [[-0.3, 0.0, 0.0], [0.1, 0.4, 0.0], [0.2, 0.1, 0.0], [0.0, -0.1, 0.0], [0.5, 0.1, 0.0], [-0.8, 0.2, 0.0], [0.0, 0.2, 0.1], [0.1, 0.2, -0.1], [-0.3, -1.1, -0.2], [0.1, -0.2, 0.7], [-0.1, 0.2, -0.1], [0.0, -0.2, 0.0], [-0.1, 0.1, 0.1], [0.3, 0.2, -0.8], [0.0, -0.3, 0.1], [-0.2, 0.3, 0.0], [0.6, -1.3, -0.1], [0.0, 0.5, 0.0], [-0.3, 0.0, 0.1], [0.1, 0.3, -0.1], [-0.1, 0.0, 0.0], [-0.1, 0.0, 0.0], [0.0, -0.1, 0.0], [-0.1, -0.1, 0.0], [0.0, -0.2, 0.0], [0.0, 0.2, 0.2], [0.0, -0.1, 0.0], [0.0, 0.0, 0.0], [0.0, 0.0, 0.1], [0.1, 0.1, 0.0], [0.0, 0.1, 0.0], [0.0, 0.0, -0.1], [0.1, 0.0, -0.1], [0.2, 0.2, 0.0], [0.0, 0.1, 0.1], [0.1, 0.1, -0.1], [-0.1, 0.1, 0.0], [0.0, 0.0, 0.0]],
  "nbo_charge": [-0.6348, 0.0548, -0.2172, -0.1290, -0.3510, 2.3331, -0.9378, -0.9339, -0.7066, -0.2248, -0.4190, -0.4020, -0.4153, -0.0501, -0.6196, -0.1074, -0.0112, 0.5294, -0.3730, -0.3824, 0.2405, 0.2451, 0.2121, 0.2234, 0.2387, 0.2303, 0.1998, 0.2135, 0.2183, 0.1931, 0.2155, 0.2134, 0.2140, 0.2406, 0.2022, 0.2205, 0.2197, 0.2570],
  "e_tot_ev": -35775.729,
  "total_charge": 0,
  "relative_energy_kcal_mol": 66.7,
  "gap_ev": 9.064,
  "smiles": "Cc1ccc(S(=O)(=O)N2CCCC[C@@H]2C)cc1[N+](=O)[O-]",
  "e_homo_ev": -9.715
}

***

{
  "formula": "C9H12N2O",
  "method": "wB97M-V/def2-TZVPD",
  "elements": ["C", "C", "C", "C", "C", "C", "O", "N", "C", "C", "N", "C", "H", "H", "H", "H", "H", "H", "H", "H", "H", "H", "H", "H"],
  "xyz": [[2.2361, -0.4696, -0.0719], [0.7937, -0.0347, 0.4847], [0.3734, -0.7948, 1.6896], [0.1302, 0.9200, -0.1914], [0.4264, 1.6747, -1.4066], [-1.2680, 1.3634, 0.4569], [-1.5199, 2.2737, 1.1336], [-2.3195, 0.5267, 0.0168], [-2.1331, -0.7215, -0.5639], [-3.3750, -1.2711, -0.6390], [-4.3528, -0.4035, -0.1874], [-3.7612, 0.6774, 0.2012], [2.5590, -1.3639, 0.5425], [2.2573, -0.6726, -1.0875], [2.9968, 0.3518, -0.0203], [1.1376, -0.5587, 2.4531], [0.0887, -1.8188, 1.3422], [-0.5654, -0.3587, 1.9535], [-0.4447, 2.2989, -1.7617], [1.3445, 2.3125, -1.3136], [0.7994, 0.9729, -2.0985], [-1.1050, -1.0899, -0.8534], [-3.7625, -2.1600, -1.0140], [-4.2832, 1.5134, 0.5506]],
  "atomic_forces_ev_per_a": [[-0.7, 0.7, 3.1], [2.8, 0.5, -2.8], [-0.6, 0.7, -1.0], [-2.3, 0.0, 3.7], [0.9, 1.7, -0.2], [1.2, -3.1, -2.9], [0.0, 3.0, 2.0], [-1.7, 0.0, -0.1], [0.4, -0.7, -0.2], [0.0, 1.1, 0.2], [0.2, 0.5, 0.1], [2.6, -1.9, -0.8], [-0.1, 1.1, -0.9], [-0.4, -0.9, -2.1], [-0.6, -0.5, 0.6], [-0.5, -1.1, -0.1], [1.0, 0.3, 0.9], [-0.7, 0.2, 0.9], [1.1, -0.9, 0.2], [-0.9, 0.0, 0.3], [-0.2, -0.8, -1.6], [-1.7, 0.5, 0.5], [0.2, -1.6, -0.7], [0.0, 1.3, 0.6]],
  "nbo_charge": [-0.6557, 0.0573, -0.6590, -0.1090, -0.6597, 0.7202, -0.5282, -0.4565, -0.0850, -0.1080, -0.4238, 0.1941, 0.2167, 0.2119, 0.2222, 0.2404, 0.2348, 0.2163, 0.2381, 0.2344, 0.2269, 0.2461, 0.2111, 0.2145],
  "e_tot_ev": -14553.557,
  "total_charge": 0,
  "relative_energy_kcal_mol": 48.9,
  "gap_ev": 9.838,
  "smiles": "CC(C)=C(C)C(=O)n1ccnc1",
  "e_homo_ev": -9.127
}